No. 1
An isolated ion of composition C2H10N3O and charge +1 at a distorted geometry. Source: the OMol25 dataset; level of theory: the ωB97M-V functional and the def2-TZVPD basis.

The geometry in XYZ format:
```
16
Properties=species:S:1:pos:R:3
N 0.32 1.12 1.67
C 0.17 0.73 0.29
N 1.37 0.73 -0.47
C -0.70 -0.53 0.12
N -0.46 -0.97 -1.55
O -0.28 -1.56 0.91
H -0.38 0.96 2.30
H 0.59 2.07 1.68
H -0.43 1.54 -0.17
H 1.61 1.73 -0.48
H 2.19 0.26 -0.04
H -1.82 -0.41 0.12
H 0.43 -0.48 -1.69
H -0.40 -1.96 -1.72
H -1.39 -0.55 -1.98
H -1.02 -1.94 1.36
```

Energy relative to the best compared isomer or geometry (same formula, charge and spin) (kcal/mol): 59.2
Strongest force on any atom (eV/A): 4.040
HOMO energy (eV): -13.563
Charge: +1
SMILES: NC(N)[C@@H]([NH3+])O
Gap between HOMO and LUMO (eV): 10.03

No. 2
One molecule with the formula C5H7NO. Source: the OMol25 dataset; level of theory: the ωB97M-V functional and the def2-TZVPD basis.

The geometry in XYZ format:
```
14
Properties=species:S:1:pos:R:3
H 2.70 -1.59 -0.37
N 1.75 -1.79 -0.06
C 1.01 -0.79 -0.28
O 1.43 0.38 -0.86
C 0.39 1.36 -0.89
C -0.84 0.73 -0.28
C -1.37 -0.41 -1.09
C -0.44 -0.68 0.06
H 0.23 1.62 -1.94
H 0.73 2.25 -0.36
H -1.49 1.32 0.36
H -0.98 -0.49 -2.11
H -2.40 -0.71 -0.97
H -0.80 -1.23 0.92
```

Energy relative to the best compared isomer or geometry (same formula, charge and spin) (kcal/mol): 26.4
Strongest force on any atom (eV/A): 0.339
HOMO energy (eV): -9.761
SMILES: [H]/N=C1\OC[C@H]2C[C@@H]12
Gap between HOMO and LUMO (eV): 10.75

No. 3
C4H7N3 as an isolated structure at a distorted geometry. Source: the OMol25 dataset; level of theory: the ωB97M-V functional and the def2-TZVPD basis.

The geometry in XYZ format:
```
14
Properties=species:S:1:pos:R:3
C -2.23 0.19 -0.31
C -0.84 -0.42 -0.16
N 0.23 0.61 -0.13
C 1.53 0.22 0.11
N 2.03 -0.97 0.18
C 2.91 0.71 -0.05
N 4.03 0.92 -0.29
H -2.33 0.74 -1.25
H -2.46 0.87 0.52
H -2.99 -0.59 -0.30
H -0.66 -1.11 -0.99
H -0.80 -1.01 0.77
H -0.08 1.56 -0.05
H 1.63 -1.73 -0.33
```

Energy relative to the best compared isomer or geometry (same formula, charge and spin) (kcal/mol): 57.7
Strongest force on any atom (eV/A): 2.590
HOMO energy (eV): -8.923
Gap between HOMO and LUMO (eV): 9.51

No. 4
A 2-piece molecular cluster, C19H25F3NO4 overall at a distorted geometry. Source: the OMol25 dataset; level of theory: the ωB97M-V functional and the def2-TZVPD basis.

The geometry in XYZ format:
```
52
Properties=species:S:1:pos:R:3
C -4.67 0.51 1.15
C -4.75 -0.64 0.13
C -3.40 -1.33 -0.15
C -2.71 -0.85 -1.46
C -2.58 0.64 -1.40
C -3.56 1.43 -2.03
C -3.48 2.79 -1.98
N -2.48 3.37 -1.30
C -1.52 2.67 -0.67
C -0.47 3.43 0.09
C -0.84 3.37 1.57
O -0.06 3.14 2.42
O -2.16 3.60 1.78
C -1.53 1.27 -0.71
C -0.42 0.49 -0.04
C 0.87 0.55 -0.93
C 2.12 0.50 -0.12
F 2.72 -0.72 -0.06
C 2.71 1.52 0.53
F 3.00 2.68 -0.05
F 3.07 1.50 1.79
H -5.48 0.40 1.87
H -4.79 1.50 0.69
H -3.73 0.53 1.70
H -5.44 -1.38 0.54
H -5.23 -0.27 -0.78
H -2.72 -1.04 0.65
H -3.54 -2.41 -0.17
H -1.72 -1.30 -1.54
H -3.31 -1.14 -2.32
H -4.36 0.93 -2.56
H -4.23 3.39 -2.48
H -2.45 4.38 -1.25
H -0.53 4.49 -0.19
H 0.52 3.03 -0.07
H -2.53 2.91 2.34
H -0.70 -0.56 0.06
H -0.23 0.90 0.95
H 0.87 -0.32 -1.58
H 0.83 1.47 -1.51
O 7.26 -5.83 1.20
C 6.54 -4.95 0.84
O 5.62 -5.11 -0.15
C 4.98 -3.86 -0.44
C 5.17 -3.02 0.81
C 6.51 -3.52 1.34
H 5.46 -3.42 -1.31
H 3.93 -4.04 -0.67
H 5.14 -1.95 0.62
H 4.38 -3.25 1.54
H 7.35 -2.98 0.90
H 6.57 -3.49 2.42
```

Strongest force on any atom (eV/A): 1.608
HOMO energy (eV): -11.487
Charge: +1
Gap between HOMO and LUMO (eV): 7.17

No. 5
C3H7NORb as an isolated structure at a distorted geometry. Source: the OMol25 dataset; level of theory: the ωB97M-V functional and the def2-TZVPD basis.

The geometry in XYZ format:
```
13
Properties=species:S:1:pos:R:3
Rb 2.42 -0.92 1.99
C -1.16 1.66 0.41
C -0.04 0.80 0.03
O 1.14 1.14 0.21
N -0.30 -0.47 -0.34
C 0.67 -1.50 -0.69
H -1.24 2.43 -0.35
H -0.93 1.92 1.45
H -2.08 1.08 0.34
H -1.26 -0.68 -0.59
H 0.85 -2.22 0.11
H 1.66 -1.19 -1.03
H 0.27 -2.05 -1.54
```

Energy relative to the best compared isomer or geometry (same formula, charge and spin) (kcal/mol): 17.4
Strongest force on any atom (eV/A): 4.481
HOMO energy (spin up / spin down) (eV): -20.547 / -20.399
Charge: +2
⟨S²⟩: 0.75
2S+1: 2
Gap between HOMO and LUMO (spin up / spin down) (eV): 12.57 / 7.10